The following is a DFT calculation (wB97M-V/def2-TZVPD) of a molecular structure, C34H96F6NO20S2V at a distorted geometry.

```
160
Properties=species:S:1:pos:R:3:forces:R:3:mulliken_spin:R:1
H 1.982 3.713 -3.170 0.0 -0.1 -0.1 0.00
C -0.926 -1.395 2.636 1.0 0.1 -0.5 0.01
H -6.868 2.701 -1.428 0.0 0.0 0.0 0.00
C 2.686 -0.097 -4.358 0.2 -0.9 -0.6 0.00
H -4.155 -2.582 2.434 0.0 0.0 -0.1 0.00
H 5.871 1.712 -4.550 -0.1 0.0 0.0 0.00
S -1.184 -1.559 0.748 -1.2 -0.1 0.8 0.02
H 3.615 -4.543 -1.876 -0.4 -0.2 0.1 0.00
H 0.036 7.567 0.893 0.2 0.1 -0.1 0.00
H -0.074 6.457 -0.475 0.0 -0.1 0.0 0.00
H 1.491 6.646 0.349 0.0 0.4 -0.1 0.00
N -0.675 0.049 0.226 -0.7 -2.5 0.7 -0.07
H -4.088 -3.073 -1.046 0.0 0.6 0.1 0.00
H 3.982 5.772 -1.415 0.1 -0.2 -0.1 0.00
H 5.168 6.314 -0.282 0.1 -0.2 0.3 0.00
C 1.692 5.829 -3.213 -0.1 0.2 -0.3 0.00
H -1.126 3.349 3.844 0.1 0.2 -0.2 0.00
H 1.408 -1.487 -5.490 0.3 0.0 0.1 0.00
H 2.745 -5.880 1.709 -0.5 -0.2 -0.1 0.00
H 4.206 4.967 -4.513 0.5 -0.1 -0.1 0.00
O 4.923 4.303 -4.536 -0.7 0.4 0.3 0.00
H 0.603 5.701 2.439 -0.2 0.2 0.1 0.00
H 3.472 2.386 4.952 -0.1 0.3 0.1 0.00
C 5.548 2.183 -3.622 0.0 0.2 -0.2 0.00
H 1.765 2.330 4.366 0.0 -0.2 0.2 0.00
H 1.249 4.233 -4.687 0.0 0.2 -0.1 0.00
C -2.815 2.429 2.846 1.0 0.9 0.0 -0.01
H -1.135 -3.692 5.752 -0.2 -0.2 0.2 0.00
H -3.621 -1.243 -4.103 -0.1 0.1 0.0 0.00
O 4.942 4.251 1.423 -0.3 0.0 -0.4 0.00
H -3.141 -5.108 -4.136 -0.1 -0.2 0.0 0.00
C 4.735 5.409 -0.710 -0.4 -0.5 -0.4 0.00
H -1.127 -5.503 0.462 0.0 0.0 0.1 0.00
H -3.084 -2.566 6.730 0.0 0.0 0.0 0.00
O -5.174 -0.089 3.054 0.2 0.7 -0.1 0.00
O 0.708 -1.056 -1.607 -0.3 1.3 0.2 0.01
H 2.867 3.494 3.654 0.1 0.2 0.4 0.00
C -2.169 -2.557 7.336 0.4 -0.3 -0.5 0.00
O 4.896 -2.232 -2.250 0.2 -0.4 0.0 0.00
C -0.175 -6.026 0.339 -0.3 0.3 0.0 0.00
C -0.968 -2.865 6.441 -0.2 0.5 -0.2 0.00
H 3.233 0.526 3.450 0.2 -0.1 -0.3 0.00
O 0.953 0.463 -5.975 -0.6 0.4 0.0 0.00
C -1.777 -4.145 -3.153 0.3 0.5 -0.2 0.00
H 0.188 -5.017 -2.789 -0.3 -0.3 -0.1 0.00
H -5.599 -3.397 3.066 0.1 -0.1 -0.2 0.00
H 2.437 -3.268 -2.224 -0.1 0.1 0.1 0.00
O -2.610 -1.652 0.516 0.5 0.9 0.2 0.00
F -2.065 -1.062 3.200 -0.5 -0.2 0.3 0.00
H 3.158 5.011 0.653 0.0 -0.2 0.3 0.00
H 3.753 3.552 -0.112 0.3 -0.2 0.1 0.00
H -6.179 -1.416 -2.090 0.0 -0.1 0.0 0.00
H -4.022 0.423 -3.754 0.1 0.1 0.1 0.00
H 1.776 5.864 -2.121 0.0 0.1 0.0 0.00
H -6.754 -1.433 3.503 0.0 0.6 0.2 0.00
H 3.011 -0.900 -3.691 0.1 0.2 0.1 0.00
H -1.354 -0.917 -3.045 0.0 -0.1 0.3 -0.01
H -2.189 -3.298 -3.719 0.1 -0.1 -0.2 0.00
H -4.535 -2.561 4.152 -0.1 0.4 0.1 0.00
C -0.291 -4.267 -3.419 0.4 0.2 0.2 0.00
H -0.363 -7.098 0.373 0.1 0.0 0.1 0.00
C -4.967 -2.510 3.152 -0.1 -0.1 0.0 0.00
O -0.406 -2.686 0.344 0.0 1.0 0.0 0.00
C 4.206 -2.688 -1.085 -0.9 0.8 -0.1 0.00
O -1.853 0.922 -2.261 -0.3 0.1 0.4 -0.05
H 0.932 6.551 -3.530 -0.1 -0.1 0.1 0.00
O 4.607 1.781 2.625 0.1 -0.1 -0.3 0.00
H -4.638 -0.147 -0.762 0.2 0.1 -0.2 0.01
S 0.769 -0.282 -0.389 3.2 -0.7 -1.6 0.02
H 4.679 2.635 2.152 -0.1 -0.3 0.5 0.00
H 0.583 -5.867 2.406 -0.5 -0.1 -0.2 0.00
H 2.586 1.542 2.166 0.1 0.0 -0.1 0.00
H -2.077 -1.549 7.756 0.1 0.0 0.1 0.00
C 4.072 4.498 0.320 -0.1 1.2 0.0 0.00
H -1.491 1.344 -3.051 0.2 0.3 0.4 0.00
H 3.758 -1.790 -0.640 0.0 -0.2 0.4 0.00
H -6.207 -1.439 1.838 0.0 0.4 -0.1 0.00
H 0.302 4.243 -3.181 0.0 -0.1 -0.1 0.00
H -3.446 2.305 3.724 0.1 -0.1 0.0 0.00
O -1.284 5.356 1.711 0.2 -0.3 0.1 0.00
C 0.824 -5.579 1.373 1.0 -0.1 0.5 0.00
H 3.449 -0.008 -5.136 0.1 0.0 0.1 0.00
C 0.408 6.627 0.489 0.0 -0.3 0.5 0.00
H -1.981 -3.880 -2.107 0.0 -0.5 0.1 0.00
C 3.337 -2.837 2.797 -0.5 -0.2 0.6 0.00
H 0.581 4.584 1.110 -0.2 -0.1 0.0 0.00
C 3.280 1.527 3.013 -0.4 -0.1 0.5 0.00
H -7.129 -3.318 -1.014 0.0 -0.4 -0.1 0.00
F 2.664 1.474 -1.219 0.1 -0.2 -0.1 0.00
H 6.413 2.699 -3.204 0.0 -0.1 0.1 0.00
F -0.462 -2.540 3.080 -0.5 -0.5 0.0 0.00
H 0.191 -5.778 -0.659 0.1 0.0 0.0 0.00
H -5.783 0.656 2.979 -0.2 -0.2 0.2 0.00
C -5.070 -2.917 -1.494 0.0 -1.4 0.0 0.00
O 3.561 -5.225 3.188 0.3 0.5 0.3 0.00
H -0.952 1.610 3.574 0.1 0.0 -0.1 0.00
O -4.287 0.742 -0.516 0.7 0.2 0.3 -0.03
H -6.609 1.068 -1.999 0.1 -0.1 0.0 0.00
V -2.171 1.392 -0.101 -1.5 -1.2 -0.3 2.88
C -5.380 1.649 -0.301 -0.2 -0.1 -0.2 0.01
H 3.822 -1.888 2.572 0.3 -0.1 -0.1 0.00
H 2.750 -2.683 3.708 0.0 0.0 0.0 0.00
C -6.138 -3.526 -0.604 0.1 1.0 0.3 0.00
H -2.952 -3.291 8.949 0.1 -0.2 0.0 0.00
H -0.812 2.741 2.193 0.3 0.0 0.2 0.01
H 4.883 -3.819 3.945 0.0 0.1 0.0 0.00
O 2.077 -6.181 1.063 0.3 0.1 -0.2 0.00
H -5.963 -4.584 -0.432 -0.2 -0.1 -0.1 0.00
H 2.577 -3.922 -0.545 -0.2 -0.3 -0.2 0.00
H -0.063 -3.070 7.011 -0.1 0.0 0.2 0.00
C 3.103 -3.672 -1.464 1.2 0.3 0.0 0.00
H -2.772 -0.967 -1.970 0.2 0.4 0.4 0.00
F 0.607 1.940 -1.776 0.3 0.3 -0.2 0.04
H -3.807 0.818 2.240 0.3 -0.4 -0.4 0.02
H -6.120 -3.006 0.358 0.1 -0.2 0.1 0.00
C -1.316 2.540 3.143 -0.8 -0.6 0.2 0.04
O -2.240 -3.542 8.352 -0.2 0.2 0.1 0.00
H 4.054 3.377 -2.830 -0.3 0.6 -0.2 0.00
C -3.188 -0.252 -3.940 -0.1 -0.7 0.2 0.00
H -0.136 -4.516 -4.468 0.1 -0.1 0.0 0.00
H 3.149 7.108 -3.508 0.1 0.0 -0.1 0.00
H 1.490 0.420 -6.770 0.2 -0.1 0.1 0.00
C -6.099 1.945 -1.605 -0.2 0.4 0.3 0.00
H 3.646 2.674 -4.426 -0.2 0.2 0.1 0.00
H -2.699 -0.007 -4.884 0.2 0.3 0.2 0.00
O -2.418 -5.354 -3.555 -0.2 0.3 0.3 0.00
H -6.065 1.219 0.439 0.0 -0.1 -0.1 0.00
F -0.020 -0.475 2.938 0.0 0.3 -0.3 0.00
H 5.488 4.844 -1.259 0.1 0.3 -0.1 0.00
C -5.871 -1.316 2.872 0.2 -1.3 -0.1 0.00
H -1.613 4.781 1.015 -0.1 0.2 -0.1 0.02
H 2.617 -3.058 2.009 0.2 -0.1 -0.2 0.00
H 0.599 -0.553 -4.248 -0.1 0.1 -0.2 0.00
H 2.657 0.852 -3.827 -0.3 0.0 0.0 0.00
H -5.421 2.341 -2.360 0.1 -0.1 0.0 0.00
C 1.289 4.419 -3.616 0.2 0.3 0.4 0.00
H -5.020 -3.496 -2.423 -0.1 0.4 -0.3 0.00
C 4.291 -3.992 3.045 0.1 0.3 -0.5 0.00
H 5.564 -1.604 -1.957 0.0 0.0 -0.1 0.00
H 4.868 -3.150 -0.345 0.2 0.0 -0.2 0.00
C 1.427 1.462 -0.826 -1.6 -1.0 0.6 0.03
C 4.421 3.186 -3.848 0.9 -1.2 0.1 0.00
H 0.952 -4.490 1.397 -0.3 0.0 -0.2 0.00
O 1.667 -0.789 0.609 -0.3 0.7 0.2 0.00
H 3.948 -5.670 3.945 -0.2 -0.3 -0.1 0.00
C 2.810 2.494 4.096 0.0 0.2 -0.8 0.00
C -2.257 -0.391 -2.735 -0.3 -0.1 -1.4 0.06
H -3.063 3.378 2.353 -0.5 -0.2 0.1 -0.01
H 4.987 -4.095 2.207 0.0 0.0 0.0 0.00
O 2.934 6.219 -3.806 -0.2 -0.4 0.1 0.00
O -3.029 1.338 1.932 0.0 0.4 -0.5 -0.03
H 0.280 -3.360 -3.195 -0.4 0.2 -0.1 0.00
H -0.767 -1.989 5.820 0.0 0.0 0.0 0.00
C 0.121 5.509 1.480 0.2 0.1 -0.4 0.00
H 5.332 5.102 1.648 0.1 -0.1 0.2 0.00
H -4.973 2.553 0.161 0.1 0.0 -0.2 0.00
F 1.271 2.233 0.258 0.1 0.2 0.0 0.03
H 5.196 1.424 -2.921 0.2 -0.1 -0.1 0.00
C 1.373 -0.499 -5.021 0.2 0.3 0.3 0.00
O -5.292 -1.528 -1.730 0.2 0.2 0.2 0.00
```
Positions in Å, forces in eV/Å.

Summary:
2S+1 = 4
Net charge = +1
E_HOMO (alpha / beta) = -10.63 / -10.63 eV
Orbital gap (alpha / beta) = 6.82 / 6.31 eV
⟨S²⟩ = 3.75
E_LUMO (alpha / beta) = -3.805 / -4.321 eV